--- 1 ---
This record from the Open Molecules 2025 dataset describes 5 unconnected molecules or ions with the total composition C45H95N5O5. The level of theory is ωB97M-V with the def2-TZVPD basis set.

Values from the calculation:
Orbital gap: 7.9 eV
SMILES: CC1(C)CCCC(C)(C)N1O.CC1(C)CCCC(C)(C)N1O.CC1(C)CCCC(C)(C)N1O.CC1(C)CCCC(C)(C)N1O.CC1(C)CCCC(C)(C)N1O

The geometry in ORCA input format:
```
! RIJCOSX wB97M-V def2-TZVPD def2/J DEFGRID3
* xyz 0 1
C 0.16725 6.36207 18.62219
C 0.95346 7.72380 18.96288
C 0.57019 8.64044 17.74900
C 0.45569 8.47195 20.25051
C 1.01572 7.71760 21.45384
C 2.51627 7.65210 21.41422
C 3.15003 7.08653 20.12805
C 4.57163 7.75354 20.17233
C 3.30246 5.49111 20.01990
N 2.45124 7.50458 18.90562
O 3.06191 7.12629 17.69788
H 0.05818 5.75997 19.52423
H -0.83413 6.70362 18.36011
H 0.68981 5.86494 17.80495
H -0.51382 8.74761 17.78818
H 0.96672 9.64344 17.90659
H 0.93124 8.45641 16.73714
H 0.79446 9.50798 20.25042
H -0.62836 8.38015 20.31764
H 0.68990 8.40513 22.23437
H 0.41002 6.81144 21.46402
H 2.75681 6.90850 22.17401
H 2.93206 8.56757 21.83510
H 5.47646 7.43503 19.65470
H 4.95225 7.73226 21.19349
H 4.43831 8.81586 19.96789
H 2.91915 4.92779 19.16912
H 2.73206 5.09194 20.85860
H 4.36507 5.24831 20.01817
H 3.39538 8.01872 17.57962
C 0.03616 18.14244 26.29959
C 0.68968 17.78632 24.92451
C 1.66885 18.98435 24.53420
C 1.47763 16.42506 25.16394
C 2.10581 15.79322 23.89780
C 1.02790 15.53533 22.85047
C 0.04030 16.73711 22.58598
C 0.62944 17.63486 21.45298
C -1.20318 16.11260 22.07275
N -0.29484 17.51561 23.81384
O -1.25800 18.55585 23.63365
H -0.00945 17.28260 26.96794
H 0.25938 19.02001 26.90634
H -1.03462 18.34294 26.26294
H 1.18568 19.68115 23.84927
H 1.94605 19.55808 25.41856
H 2.56472 18.55513 24.08554
H 2.27197 16.70097 25.85749
H 0.76536 15.67770 25.51355
H 2.88075 16.43008 23.47121
H 2.72415 14.91485 24.08276
H 0.61162 14.53968 23.00371
H 1.48058 15.20049 21.91716
H 0.87332 17.02143 20.58561
H 1.52969 18.15283 21.78368
H 0.02822 18.41873 20.99236
H -1.53069 15.42346 22.85116
H -0.98223 15.60324 21.13476
H -2.05613 16.78469 21.97849
H -0.68948 19.26227 23.31842
C -0.40932 15.86928 19.44707
C 0.48607 14.72076 19.14501
C 1.38781 15.23669 17.99686
C 1.34315 14.38796 20.39421
C 2.20189 13.13118 20.17961
C 1.22732 11.91502 19.92199
C 0.30776 12.11679 18.75973
C 1.08709 11.91330 17.45046
C -0.86113 11.06724 18.92074
N -0.25658 13.50505 18.88409
O -1.15673 13.64710 17.96201
H -1.09896 15.48283 20.19752
H 0.08580 16.78115 19.78089
H -1.05242 16.18800 18.62674
H 0.70142 15.61646 17.24006
H 2.05954 16.05285 18.26291
H 2.10361 14.54716 17.54934
H 2.05363 15.20857 20.49376
H 0.77260 14.35293 21.32230
H 2.97332 13.31381 19.43151
H 2.92457 12.94948 20.97511
H 0.77521 11.68108 20.88583
H 1.87249 11.08765 19.62653
H 0.67411 12.51530 16.64106
H 0.95722 10.88758 17.10532
H 2.10989 12.27956 17.53898
H -1.53360 11.63168 19.56671
H -0.53882 10.12904 19.37239
H -1.36298 10.95495 17.95967
H -2.02165 13.58705 18.37422
C 5.27220 19.18414 18.37274
C 4.02064 18.47627 18.79518
C 3.29587 17.71287 17.51216
C 4.51638 17.23868 19.65814
C 4.90540 17.65066 21.06721
C 3.89729 18.59233 21.90800
C 3.42927 19.73721 21.00243
C 2.07666 20.11387 21.60491
C 4.44818 20.80741 21.07450
N 3.10611 19.30944 19.58783
O 2.35742 20.25161 18.87330
H 5.13786 20.26486 18.32690
H 6.19613 18.93568 18.89497
H 5.46195 19.01209 17.31326
H 2.27845 17.42116 17.77266
H 3.05808 18.33986 16.65283
H 3.87172 16.83318 17.22467
H 3.67598 16.54979 19.74325
H 5.18539 16.54516 19.14867
H 5.15130 16.83042 21.74163
H 5.86620 18.14797 20.93443
H 4.53589 18.97771 22.70285
H 3.11008 17.88991 22.18185
H 1.92111 21.10497 21.17871
H 2.19762 20.35128 22.66184
H 1.31377 19.34415 21.48812
H 5.44989 20.44949 20.83661
H 4.65229 21.23049 22.05808
H 4.42816 21.71068 20.46473
H 1.50120 19.86129 18.68315
C -3.53092 12.18400 19.31669
C -3.63037 13.47602 20.18486
C -3.30155 14.62812 19.19711
C -5.09715 13.70557 20.64121
C -5.60516 12.79095 21.76710
C -4.69405 12.93297 23.02155
C -3.19405 12.68918 22.67414
C -2.38938 13.22481 23.92158
C -3.01086 11.13747 22.45107
N -2.80488 13.50041 21.43578
O -1.50638 13.61863 21.21592
H -4.05847 12.20591 18.36311
H -2.51237 12.06170 18.94831
H -3.72617 11.19993 19.74282
H -4.08849 14.84076 18.47349
H -3.02999 15.58670 19.63923
H -2.34322 14.52693 18.68773
H -5.23933 14.69902 21.06660
H -5.78957 13.50587 19.82343
H -6.64641 12.96060 22.04119
H -5.61786 11.75212 21.43729
H -4.99022 12.22548 23.79605
H -4.57856 13.95489 23.38272
H -1.31531 13.05305 23.99205
H -2.74713 12.93721 24.91022
H -2.53726 14.30461 23.90562
H -3.01581 10.63212 23.41683
H -2.02451 10.89200 22.05744
H -3.78281 10.68223 21.83063
H -1.35089 14.53705 21.44815
*
```

---

--- 2 ---
This record from the Open Molecules 2025 dataset describes 5 unconnected molecules or ions with the total composition C45H95N5O5. The level of theory is ωB97M-V with the def2-TZVPD basis set.

Values from the calculation:
Orbital gap: 8.5 eV
SMILES: CC1(C)CCCC(C)(C)N1O.CC1(C)CCCC(C)(C)N1O.CC1(C)CCCC(C)(C)N1O.CC1(C)CCCC(C)(C)N1O.CC1(C)CCCC(C)(C)N1O

The geometry in ORCA input format:
```
! RIJCOSX wB97M-V def2-TZVPD def2/J DEFGRID3
* xyz 0 1
C -1.25110 8.14367 4.44655
C -0.68162 6.73656 4.76135
C 0.81198 6.80024 4.43364
C -0.84661 6.53476 6.25579
C -0.63115 5.11504 6.81247
C -1.43893 4.12812 5.93864
C -1.23260 4.25860 4.43427
C 0.12574 3.64946 4.06339
C -2.37287 3.44522 3.81292
N -1.46768 5.67169 4.08174
O -1.47157 5.88099 2.68181
H -2.34449 8.09724 4.41508
H -1.02935 8.75410 5.31705
H -0.91450 8.41077 3.44783
H 0.93949 6.83019 3.34491
H 1.27840 7.69303 4.84872
H 1.42657 5.93850 4.69991
H -0.10835 7.14535 6.78966
H -1.80082 6.90411 6.64629
H 0.44715 4.91463 6.84901
H -0.85114 5.07631 7.88089
H -2.45109 4.28610 6.31642
H -1.14987 3.14567 6.32562
H 0.61916 3.77924 3.09852
H 0.14281 2.56787 4.22657
H 0.85284 4.03794 4.78257
H -2.22286 2.40973 4.15076
H -2.25534 3.39449 2.73012
H -3.40467 3.57262 4.13970
H -2.35613 6.23135 2.52794
C 1.45520 -4.95416 1.56405
C 0.81504 -3.60055 1.21543
C 0.65016 -3.51484 -0.31868
C -0.58944 -3.58854 1.77874
C -0.71040 -3.27480 3.28455
C 0.02974 -1.93586 3.50177
C 1.47240 -1.87866 2.99425
C 1.89545 -0.41724 2.98354
C 2.42329 -2.63181 3.94310
N 1.63059 -2.44108 1.62443
O 2.96232 -2.59317 1.19720
H 2.54007 -4.98623 1.46907
H 1.34590 -5.12011 2.64206
H 0.91863 -5.71474 1.00176
H 1.56850 -3.63917 -0.89011
H -0.07155 -4.23859 -0.71407
H 0.12143 -2.58008 -0.52986
H -1.23141 -2.79946 1.37746
H -1.03860 -4.57887 1.68152
H -1.76491 -3.13876 3.53378
H -0.38228 -4.07417 3.95263
H 0.02855 -1.71053 4.56880
H -0.48421 -1.13448 2.96236
H 1.37856 0.19910 2.23580
H 2.93267 -0.28083 2.66820
H 1.67655 0.07018 3.93463
H 2.25689 -2.33197 4.98481
H 3.47221 -2.37287 3.79465
H 2.30424 -3.71401 3.92101
H 3.03660 -1.85727 0.57387
C -5.35197 0.68397 1.64857
C -4.23176 -0.26940 1.13837
C -2.96085 0.59695 1.35037
C -4.12717 -1.38003 2.21135
C -5.23551 -2.45214 2.06336
C -5.10004 -3.00082 0.62356
C -5.29914 -1.94198 -0.45400
C -4.92409 -2.44795 -1.85081
C -6.80818 -1.61517 -0.47723
N -4.43832 -0.76843 -0.18894
O -4.61777 0.27802 -1.09906
H -5.27742 1.72697 1.33152
H -6.36029 0.29569 1.47670
H -5.31775 0.82168 2.73438
H -2.06169 0.28015 0.81844
H -3.08965 1.67340 1.24500
H -2.64612 0.49021 2.39399
H -3.21066 -1.97240 2.22392
H -4.25371 -0.96329 3.20985
H -5.03833 -3.22648 2.80731
H -6.22566 -2.07098 2.31728
H -5.89242 -3.74249 0.50044
H -4.13774 -3.51604 0.59048
H -5.46665 -1.87201 -2.60005
H -5.03103 -3.52703 -1.96180
H -3.87327 -2.25364 -2.07633
H -7.27375 -2.46713 -0.97721
H -6.96439 -0.75766 -1.13933
H -7.33445 -1.40552 0.45117
H -5.41149 0.76773 -0.82055
C 1.98308 -5.32695 -6.89459
C 2.51514 -3.88900 -6.82012
C 2.87850 -3.39437 -8.21757
C 1.40303 -2.95492 -6.32143
C 1.17564 -3.13567 -4.81377
C 2.43650 -2.72349 -4.10406
C 3.66098 -3.56933 -4.53191
C 4.91073 -2.84238 -4.04801
C 3.63027 -4.91987 -3.77197
N 3.71281 -3.71349 -5.96761
O 4.79827 -4.45228 -6.45722
H 1.17145 -5.26127 -7.62658
H 2.67788 -6.04143 -7.34538
H 1.63898 -5.83533 -5.99588
H 3.74828 -3.93516 -8.58638
H 1.99612 -3.41585 -8.85920
H 3.13678 -2.33261 -8.19927
H 1.75412 -1.91615 -6.37165
H 0.46759 -2.93815 -6.87908
H 0.34420 -2.46697 -4.56813
H 0.86108 -4.16147 -4.60571
H 2.40436 -2.80152 -3.01772
H 2.59946 -1.66762 -4.34167
H 5.77656 -3.33576 -4.49634
H 5.08816 -2.77544 -2.97548
H 4.90928 -1.81793 -4.43460
H 4.59866 -5.41398 -3.69595
H 2.86904 -5.61443 -4.13189
H 3.34422 -4.76036 -2.72530
H 5.34261 -3.79668 -6.90722
C -0.12685 0.66115 -1.11018
C 1.17994 1.11002 -1.81501
C 2.21140 0.02930 -1.52251
C 0.86340 1.20471 -3.31171
C 1.98049 1.91711 -4.09801
C 2.15720 3.32124 -3.49561
C 2.43553 3.42229 -1.97514
C 3.88696 3.11073 -1.59819
C 2.08836 4.82993 -1.57315
N 1.59699 2.41434 -1.30201
O 1.72272 2.43436 0.11751
H -0.73045 1.55727 -0.90381
H -0.67746 -0.03193 -1.73823
H 0.01993 0.38274 -0.06239
H 1.88576 -1.00446 -1.61372
H 3.09679 0.29216 -2.10097
H 2.32052 0.24180 -0.45041
H 0.69532 0.20745 -3.72478
H -0.07943 1.74239 -3.44134
H 2.96041 1.45218 -3.98316
H 1.69570 2.04502 -5.14002
H 1.35656 3.98298 -3.83748
H 3.01827 3.83178 -3.94587
H 4.05998 3.31753 -0.53767
H 4.64854 3.74081 -2.06895
H 4.15885 2.06276 -1.72233
H 2.25392 5.03296 -0.51245
H 1.01752 4.97009 -1.74915
H 2.61404 5.60743 -2.12714
H 0.81293 2.63956 0.36799
*
```

---

Which structure is most stable? 2, by 14.416 eV over the runner-up.

---

--- 1 ---
This record from the Open Molecules 2025 dataset describes C7H9Cl in the gas phase. The level of theory is ωB97M-V with the def2-TZVPD basis set.

Values from the calculation:
Orbital gap: 9.2 eV

The geometry in ORCA input format:
```
! RIJCOSX wB97M-V def2-TZVPD def2/J DEFGRID3
* xyz 0 1
C -1.52008 -0.29391 0.07102
C -0.77352 -1.36433 0.03417
C 1.26778 -0.26278 -0.12178
C 0.69790 0.91999 -0.02024
C -0.83758 1.06140 0.06644
C -0.72480 -2.79477 -0.07185
C 1.33233 2.27173 0.13888
Cl 2.80930 -0.89975 -0.41131
H -2.49624 -0.30258 0.39476
H -1.19893 1.58644 -0.82444
H -1.01036 1.77301 0.88998
H 0.27004 -3.20009 0.39972
H -0.62842 -2.96748 -1.22298
H -1.54388 -3.45165 0.21435
H 2.40449 2.40258 -0.03290
H 1.14863 2.73621 1.09281
H 0.80336 2.78601 -0.59665
*
```

---

--- 2 ---
This record from the Open Molecules 2025 dataset describes C7H9Cl in the gas phase. The level of theory is ωB97M-V with the def2-TZVPD basis set.

Values from the calculation:
Orbital gap: 9.6 eV
SMILES: C/C=C(\Cl)C1=C(C)C1

The geometry in ORCA input format:
```
! RIJCOSX wB97M-V def2-TZVPD def2/J DEFGRID3
* xyz 0 1
C 2.77641 -1.56737 -0.05692
C 1.55059 -0.71475 -0.12482
C 1.48452 0.60072 -0.14107
Cl 2.82017 1.70775 0.00539
C -0.22092 1.38553 -0.00123
C -1.45496 1.02546 0.09279
C -2.37576 -0.08662 -0.16542
C -1.19384 2.47764 0.39704
H 2.65469 -2.59923 -0.31244
H 3.44674 -1.12779 -0.77169
H 3.18024 -1.49461 0.92037
H 0.55450 -1.08392 0.04026
H -1.93263 -0.65032 -0.91800
H -3.33097 0.31826 -0.50233
H -2.56960 -0.73365 0.70069
H -1.09091 2.87781 1.33590
H -1.57272 3.30179 -0.33420
*
```

---

Which structure is most stable? 1, by 0.285 eV over the runner-up.

---

--- 1 ---
This record from the Open Molecules 2025 dataset describes C5H6FN in the gas phase. The level of theory is ωB97M-V with the def2-TZVPD basis set.

Values from the calculation:
Orbital gap: 8.8 eV
SMILES: N[C@@H]1C=CC=C1F

The geometry in ORCA input format:
```
! RIJCOSX wB97M-V def2-TZVPD def2/J DEFGRID3
* xyz 0 1
N 1.66991 0.79692 0.41245
C 0.74292 -0.31912 0.11440
C 0.45886 -0.62146 -1.37816
C -0.88665 -0.71125 -1.53877
C -1.55162 -0.18574 -0.39376
C -0.56588 0.11182 0.56464
F -0.37559 0.67563 1.73145
H 2.64356 0.61875 0.09284
H 1.86710 0.83177 1.49420
H 0.88157 -1.41754 0.73872
H 1.08918 -0.68849 -2.33777
H -1.41816 -0.97621 -2.55463
H -2.55799 0.32708 -0.11368
*
```

---

--- 2 ---
This record from the Open Molecules 2025 dataset describes C5H6FN in the gas phase. The level of theory is ωB97M-V with the def2-TZVPD basis set.

Values from the calculation:
Orbital gap: 9.4 eV
SMILES: N[C@@H]1C=CC=C1F

The geometry in ORCA input format:
```
! RIJCOSX wB97M-V def2-TZVPD def2/J DEFGRID3
* xyz 0 1
N -1.13053 1.52905 -0.46610
C -0.25977 0.73662 0.39007
C 1.22170 0.98708 0.18459
C 1.82114 -0.16920 -0.12166
C 0.85059 -1.26318 -0.20377
C -0.34178 -0.73282 0.07094
F -1.53604 -1.33141 0.09579
H -1.07686 2.49169 -0.22206
H -2.09369 1.24238 -0.33933
H -0.44757 0.81479 1.51065
H 1.67220 1.96608 0.29152
H 2.89988 -0.30386 -0.30492
H 1.03279 -2.28281 -0.45635
*
```

---

Which structure is most stable? 2, by 2.114 eV over the runner-up.